The following is a quantum chemistry calculation of a molecular structure, C19H36CaN2O4, from the OMol25 dataset.

Positions of all 62 atoms, in Å:
Ca1 -0.481 0.114 0.213
C1 -2.956 1.889 1.082
C2 -1.887 2.955 1.108
O1 -0.810 2.500 0.265
C3 0.469 3.128 0.505
C4 1.110 2.582 1.766
O2 0.964 1.152 1.748
C5 1.261 0.507 3.001
C6 0.921 -0.961 2.859
O3 -0.354 -1.152 2.201
C7 -1.545 -0.993 3.010
C8 -2.168 0.376 2.838
O4 -2.397 0.591 1.428
H1 -3.364 1.777 0.079
H2 -3.773 2.140 1.757
H3 -1.512 3.132 2.118
H4 -2.287 3.895 0.723
H5 0.359 4.210 0.576
H6 1.084 2.901 -0.366
H7 0.638 2.962 2.675
H8 2.167 2.853 1.789
H9 0.680 0.996 3.786
H10 2.320 0.616 3.242
H11 0.923 -1.449 3.833
H12 1.647 -1.457 2.222
H13 -1.314 -1.164 4.061
H14 -2.244 -1.763 2.687
H15 -1.517 1.161 3.230
H16 -3.119 0.413 3.374
C9 2.109 -3.003 -2.075
C10 2.680 -1.756 -1.446
C11 3.031 -1.733 -0.093
C12 3.652 -0.621 0.466
C13 3.920 0.499 -0.313
C14 3.583 0.487 -1.661
C15 2.974 -0.634 -2.219
H17 2.901 -3.728 -2.276
H18 1.625 -2.789 -3.029
H19 1.389 -3.500 -1.423
H20 2.888 -2.632 0.499
H21 3.975 -0.647 1.501
H22 4.438 1.349 0.112
H23 3.831 1.333 -2.291
H24 2.762 -0.656 -3.284
N1 -0.023 0.778 -2.095
C16 -0.809 0.143 -3.196
C17 -2.271 -0.089 -2.786
C18 -2.685 -1.560 -2.705
C19 -1.834 -2.445 -1.817
N2 -1.745 -1.916 -0.423
H25 -0.244 1.772 -2.095
H26 0.967 0.724 -2.324
H27 -0.319 -0.802 -3.431
H28 -0.752 0.752 -4.096
H29 -2.939 0.419 -3.480
H30 -2.459 0.406 -1.822
H31 -2.662 -1.991 -3.709
H32 -3.729 -1.621 -2.384
H33 -0.815 -2.524 -2.200
H34 -2.243 -3.455 -1.818
H35 -1.318 -2.640 0.153
H36 -2.692 -1.830 -0.056

For the LUMO energy, the calculation gives -4.71 eV. The highest occupied orbital energy is -14.57 eV. The calculation puts the max |F| at 0.016 Eh/bohr. As for the relative energy (zero: lowest compared OMol25 entry of this formula, charge and spin): 0.017 eV. As for the total charge: +2.

Here are the natural (NBO) charges for atoms 1 to 5, given in e: 1.802, -0.098, -0.106, -0.619, -0.099